Entry 1:
{
  "formula": "C27H59FNO8P",
  "method": "ωB97M-V with the def2-TZVPD basis set",
  "smiles": "F[PH2](c1ccccc1)c1ccncc1.CCO.CCO.CCO.CCO.CCO.CCO.CCO.CCO",
  "e_tot_ev": -58827.9568,
  "mol_weight_g_mol": 575.74,
  "lumo_ha": 0.016,
  "de_lowest_kj_mol": 606.75,
  "elements": ["F", "P", "C", "C", "C", "C", "C", "C", "C", "C", "C", "N", "C", "C", "H", "H", "H", "H", "H", "H", "H", "H", "H", "H", "H", "C", "C", "O", "H", "H", "H", "H", "H", "H", "C", "C", "O", "H", "H", "H", "H", "H", "H", "C", "C", "O", "H", "H", "H", "H", "H", "H", "C", "C", "O", "H", "H", "H", "H", "H", "H", "C", "C", "O", "H", "H", "H", "H", "H", "H", "C", "C", "O", "H", "H", "H", "H", "H", "H", "C", "C", "O", "H", "H", "H", "H", "H", "H", "C", "C", "O", "H", "H", "H", "H", "H", "H"],
  "coordinates": [[0.32214, -2.31219, -1.66966], [-0.73459, -0.95061, -1.76988], [0.71913, 0.20782, -1.44893], [0.88869, 0.60607, -0.03963], [1.96699, 1.53508, 0.26198], [2.85919, 2.04817, -0.76588], [2.66869, 1.63370, -2.16191], [1.58936, 0.69618, -2.52008], [-1.87158, 0.55985, -1.80502], [-3.03757, 0.74328, -0.92707], [-3.90719, 1.91199, -0.90211], [-3.67383, 2.96683, -1.72830], [-2.62214, 2.81926, -2.57313], [-1.67523, 1.73096, -2.71556], [-1.07614, -1.31695, -3.11095], [-1.51110, -1.53327, -0.73455], [0.20277, 0.23493, 0.76357], [2.11073, 1.87617, 1.33091], [3.66304, 2.77824, -0.53500], [3.30806, 2.01583, -2.98621], [1.39415, 0.35059, -3.55840], [-3.26607, -0.07869, -0.19858], [-4.74639, 1.94867, -0.16573], [-2.45610, 3.68128, -3.27613], [-0.83531, 1.75026, -3.45101], [2.35983, -0.24206, 4.92511], [2.29619, 0.35395, 3.53227], [2.49653, 1.76311, 3.58129], [1.60159, 0.20845, 5.56890], [2.20090, -1.32187, 4.89558], [3.33078, -0.04281, 5.38683], [1.31892, 0.17245, 3.08338], [3.06166, -0.08486, 2.88413], [3.36562, 1.91988, 3.96920], [6.06837, -1.05329, -0.59736], [6.00623, -0.44923, -1.98609], [6.20846, 0.95783, -1.91739], [5.30818, -0.60652, 0.04943], [5.90979, -2.13330, -0.63261], [7.03743, -0.85684, -0.13531], [5.02890, -0.62916, -2.43668], [6.77245, -0.88393, -2.63675], [7.08166, 1.10880, -1.52418], [-7.96646, -0.76828, -0.31761], [-6.48898, -0.65525, -0.63581], [-5.77715, -0.15291, 0.49058], [-8.37270, 0.20620, -0.03579], [-8.52344, -1.14794, -1.17634], [-8.12785, -1.43922, 0.52956], [-6.32861, 0.03224, -1.46849], [-6.07215, -1.63047, -0.90794], [-5.91381, -0.76905, 1.22242], [9.08380, 1.34860, 2.59177], [8.88580, 2.01383, 1.24309], [8.23221, 1.11652, 0.34185], [9.67988, 0.43953, 2.48613], [9.58762, 2.02173, 3.28870], [8.12283, 1.05214, 3.02282], [9.84136, 2.28576, 0.81073], [8.28022, 2.91971, 1.33957], [7.37861, 0.88556, 0.72932], [-10.17486, -4.62481, -1.75604], [-8.69595, -4.51042, -2.07201], [-7.98905, -4.00614, -0.94083], [-10.58221, -3.65115, -1.47540], [-10.73006, -5.00464, -2.61605], [-10.33839, -5.29612, -0.90823], [-8.53632, -3.82319, -2.90413], [-8.27675, -5.48440, -2.34365], [-8.12826, -4.62331, -0.21300], [11.86841, 6.06183, 1.70988], [11.88401, 4.56131, 1.49064], [10.73295, 4.15298, 0.75551], [10.96787, 6.35991, 2.25065], [12.74347, 6.38293, 2.27852], [11.85749, 6.59194, 0.75377], [11.87310, 4.03563, 2.44647], [12.77987, 4.25797, 0.93966], [10.75099, 4.61251, -0.09297], [-6.05883, -1.66378, -4.48358], [-5.97693, -3.15937, -4.71881], [-7.10140, -3.59887, -5.47513], [-6.97842, -1.40903, -3.95188], [-5.20521, -1.31297, -3.89919], [-6.08016, -1.12380, -5.43423], [-5.97831, -3.69631, -3.76904], [-5.06249, -3.41999, -5.26166], [-7.08801, -3.12594, -6.31544], [-5.23168, -2.06352, 5.57209], [-5.50653, -1.12659, 4.41211], [-5.89401, -1.86652, 3.25619], [-4.44227, -2.77193, 5.31277], [-4.92753, -1.50645, 6.46034], [-6.12170, -2.65092, 5.81401], [-4.61099, -0.55814, 4.15959], [-6.30448, -0.42071, 4.66243], [-6.69172, -2.36069, 3.47961]],
  "forces_ev_per_angstrom": [[-0.7, 0.6, -0.2], [0.9, 0.8, -0.1], [1.0, 0.4, 0.9], [1.6, 1.0, -2.2], [-0.2, -0.3, -0.7], [-1.7, -1.4, -1.3], [-1.6, -1.0, 1.2], [0.2, 0.7, 2.7], [-2.6, 3.5, -0.4], [0.8, -0.3, -0.4], [1.9, -0.8, -0.7], [0.7, -1.8, 0.3], [1.4, -0.2, -1.1], [-1.8, -1.2, 2.2], [0.3, 0.1, 0.7], [0.4, 0.1, -0.2], [0.7, 0.4, -0.9], [-0.2, -0.4, -1.4], [-0.7, -0.7, -0.1], [-0.4, -0.3, 0.9], [0.4, 0.4, 0.9], [0.1, 0.9, -0.7], [0.8, 0.0, -0.9], [-0.3, -0.8, 0.8], [-1.0, 0.2, 0.7], [-0.1, 0.0, 0.1], [0.4, 0.0, 0.3], [-0.1, 0.1, 0.0], [0.0, 0.0, -0.1], [0.0, 0.0, 0.0], [0.0, -0.1, -0.1], [0.1, 0.2, 0.0], [-0.1, -0.2, 0.0], [-0.1, 0.0, -0.1], [-0.1, -0.2, 0.1], [0.3, 0.2, 0.2], [0.0, 0.1, -0.1], [-0.1, -0.1, -0.1], [0.0, 0.0, 0.1], [0.1, -0.2, -0.2], [0.0, 0.2, 0.0], [-0.1, -0.2, 0.0], [-0.1, 0.0, 0.0], [-0.1, 0.1, 0.0], [-0.1, -0.2, 0.3], [0.1, 0.1, 0.0], [0.1, 0.0, -0.1], [0.0, -0.1, 0.1], [0.0, -0.1, -0.1], [0.1, 0.0, 0.1], [-0.1, 0.0, -0.2], [0.0, 0.0, 0.1], [0.0, 0.0, 0.0], [-0.3, -0.4, 0.2], [-0.1, 0.0, -0.1], [0.0, 0.1, 0.0], [0.0, 0.0, 0.0], [0.0, 0.1, 0.1], [-0.2, -0.1, -0.1], [0.2, 0.1, 0.0], [0.1, 0.1, -0.1], [-0.1, 0.0, -0.1], [-0.2, -0.2, 0.3], [0.2, 0.1, 0.0], [0.0, 0.0, -0.1], [0.0, 0.0, 0.1], [0.0, -0.1, -0.1], [0.1, 0.0, 0.1], [-0.1, 0.0, -0.2], [0.0, 0.1, -0.1], [0.0, 0.1, 0.1], [0.0, 0.3, -0.3], [0.2, 0.2, 0.0], [0.1, -0.1, 0.0], [0.0, 0.0, 0.0], [0.1, 0.0, 0.0], [-0.1, -0.1, -0.1], [0.1, 0.0, 0.2], [0.0, -0.1, 0.1], [0.1, 0.1, 0.1], [-0.1, 0.3, -0.3], [-0.1, -0.2, 0.1], [0.1, -0.1, 0.1], [0.0, 0.1, 0.0], [0.1, 0.0, 0.0], [-0.1, -0.1, -0.1], [0.1, 0.0, 0.2], [0.0, -0.1, 0.1], [0.1, 0.0, 0.0], [-0.2, -0.2, 0.2], [0.0, 0.1, -0.3], [0.0, 0.1, 0.0], [0.0, 0.0, 0.0], [0.0, 0.1, 0.1], [-0.1, -0.1, -0.2], [0.1, 0.1, 0.1], [0.1, 0.1, -0.1]],
  "mulliken_charge": [-0.441, 0.561, 0.548, -0.425, -0.257, -0.610, -0.587, -0.359, 0.452, -0.331, -0.438, -0.590, -0.284, -0.344, 0.051, -0.002, 0.253, 0.396, 0.408, 0.377, 0.392, 0.267, 0.388, 0.285, 0.276, -1.224, 0.157, -0.553, 0.294, 0.356, 0.342, 0.182, 0.134, 0.307, -0.888, -0.176, -0.491, 0.176, 0.377, 0.254, 0.242, 0.302, 0.330, -1.148, -0.032, -0.376, 0.358, 0.258, 0.279, 0.347, 0.162, 0.166, -1.079, -0.119, -0.545, 0.291, 0.334, 0.349, 0.201, 0.230, 0.222, -1.178, -0.054, -0.417, 0.270, 0.353, 0.342, 0.153, 0.304, 0.228, -1.078, -0.213, -0.447, 0.285, 0.334, 0.331, 0.279, 0.261, 0.240, -0.774, -0.344, -0.515, 0.183, 0.182, 0.409, 0.238, 0.349, 0.295, -1.099, -0.243, -0.473, 0.285, 0.342, 0.331, 0.288, 0.290, 0.261]
}

Entry 2:
{
  "formula": "C29H63B3ClN7O11",
  "method": "ωB97M-V with the def2-TZVPD basis set",
  "e_tot_ev": -78604.3915,
  "mol_weight_g_mol": 753.75,
  "lumo_ha": 0.016,
  "elements": ["C", "C", "B", "O", "B", "Cl", "O", "B", "C", "C", "C", "C", "C", "O", "C", "O", "H", "H", "H", "H", "H", "H", "H", "H", "H", "H", "H", "H", "H", "H", "C", "O", "N", "C", "C", "H", "H", "H", "H", "H", "H", "H", "C", "O", "N", "C", "C", "H", "H", "H", "H", "H", "H", "H", "C", "O", "N", "C", "C", "H", "H", "H", "H", "H", "H", "H", "C", "O", "N", "C", "C", "H", "H", "H", "H", "H", "H", "H", "C", "O", "N", "C", "C", "H", "H", "H", "H", "H", "H", "H", "C", "O", "N", "C", "C", "H", "H", "H", "H", "H", "H", "H", "C", "O", "N", "C", "C", "H", "H", "H", "H", "H", "H", "H"],
  "coordinates": [[-1.62000, 4.36220, -3.33452], [-1.00622, 3.33286, -3.11136], [-0.55975, 1.82692, -2.83945], [-1.49122, 0.75703, -2.58362], [-1.14358, -0.27081, -3.52069], [-2.30465, -0.95009, -4.74174], [0.17455, -0.80480, -3.47183], [0.88362, 0.06489, -2.59370], [1.71754, -0.36362, -1.30089], [1.70738, -1.96005, -1.02200], [0.79734, -2.17967, 0.25388], [0.77277, -3.66910, 0.81347], [0.87548, -3.55584, 2.41279], [-0.33848, -2.92824, 2.90148], [-0.03373, -1.69904, 3.59796], [0.80656, 1.48877, -2.86946], [-2.16189, 5.33307, -3.19959], [1.20145, 0.13572, -0.41473], [2.80307, 0.00298, -1.33418], [1.32959, -2.49343, -1.94431], [2.78960, -2.23874, -0.87177], [-0.25237, -1.87917, -0.03608], [1.17743, -1.50957, 1.07450], [-0.26372, -4.09054, 0.62118], [1.55194, -4.35049, 0.37535], [0.98547, -4.61480, 2.78192], [1.79963, -2.93305, 2.63658], [-0.88015, -1.51851, 4.32318], [0.92750, -1.75366, 4.18658], [0.02601, -0.81416, 2.90749], [-0.65472, -7.86009, 5.72299], [-0.25057, -7.31848, 6.73698], [-1.06299, -7.21954, 4.60208], [-1.53126, -7.93806, 3.43293], [-1.03111, -5.76606, 4.56928], [-0.72025, -8.95830, 5.63956], [-0.89188, -7.68767, 2.58111], [-2.55838, -7.63807, 3.21818], [-1.50177, -9.01189, 3.59678], [-0.00652, -5.42660, 4.73669], [-1.66374, -5.37763, 5.36984], [-1.38689, -5.39572, 3.60857], [4.27760, 2.12122, -1.73052], [4.92502, 1.08857, -1.69538], [4.77977, 3.35567, -1.96825], [3.94055, 4.53645, -1.99379], [6.20345, 3.50075, -2.20526], [3.18770, 2.12405, -1.56368], [4.01629, 5.00757, -2.97661], [4.28347, 5.23634, -1.22702], [2.89886, 4.27801, -1.80079], [6.48405, 2.90475, -3.07547], [6.75160, 3.13025, -1.33551], [6.45549, 4.54438, -2.38038], [-3.80536, -3.01823, 6.66636], [-2.99913, -3.67496, 6.03778], [-4.38681, -1.86706, 6.23823], [-5.34140, -1.14129, 7.04951], [-4.04080, -1.34736, 4.92619], [-4.13954, -3.32103, 7.67296], [-6.29167, -1.07588, 6.51330], [-4.96002, -0.13421, 7.23745], [-5.50395, -1.64435, 8.00297], [-4.29045, -2.09282, 4.16787], [-2.96729, -1.15643, 4.88856], [-4.58431, -0.42415, 4.72572], [7.06227, 6.33390, -4.57400], [6.34131, 5.38809, -4.83010], [8.31445, 6.51673, -5.06147], [9.11689, 7.67134, -4.71131], [8.86735, 5.52244, -5.96313], [6.73840, 7.14479, -3.89983], [9.36528, 8.22434, -5.62036], [10.03716, 7.33496, -4.22764], [8.57628, 8.32900, -4.03037], [8.22616, 5.43887, -6.84301], [8.89427, 4.55457, -5.45836], [9.87420, 5.80426, -6.26891], [-2.26323, 8.28911, -4.37548], [-1.66876, 7.47832, -3.68714], [-2.17285, 8.38225, -5.72313], [-2.91116, 9.37455, -6.47828], [-1.30738, 7.45698, -6.43342], [-2.94468, 9.03541, -3.93496], [-3.56648, 8.86802, -7.19072], [-2.20643, 10.00950, -7.02049], [-3.51548, 9.99626, -5.81752], [-1.63651, 6.43437, -6.23806], [-0.28446, 7.56941, -6.06867], [-1.33815, 7.65333, -7.50441], [-2.11085, 1.68472, 3.74777], [-1.41407, 0.70326, 3.92757], [-1.93861, 2.59266, 2.75577], [-2.80921, 3.74069, 2.60120], [-0.84555, 2.40695, 1.81832], [-2.96728, 1.91707, 4.40313], [-3.28576, 3.69944, 1.61885], [-2.21483, 4.65429, 2.67874], [-3.58044, 3.75075, 3.37169], [-0.96595, 1.44653, 1.31136], [0.09973, 2.39645, 2.36546], [-0.83428, 3.21067, 1.08269], [-3.50987, -10.45874, 1.37740], [-3.05342, -10.02896, 2.42001], [-4.44903, -9.83776, 0.62114], [-4.94715, -10.41075, -0.61279], [-4.97093, -8.55767, 1.06395], [-3.18104, -11.42204, 0.95336], [-4.74013, -9.72334, -1.43655], [-6.02611, -10.56194, -0.52796], [-4.46824, -11.36819, -0.81842], [-4.14925, -7.84287, 1.14508], [-5.42791, -8.67672, 2.04867], [-5.71255, -8.18456, 0.35860]],
  "forces_ev_per_angstrom": [[-0.1, 0.3, 1.4], [-0.8, -0.9, 0.0], [0.9, 0.9, 0.0], [1.1, 0.2, -2.4], [0.4, -0.9, 0.4], [0.8, 0.6, 1.2], [-1.6, 2.1, 1.0], [1.3, 0.5, 0.3], [0.1, -1.0, -0.1], [0.1, 1.3, 0.1], [0.5, -1.0, -0.8], [-1.0, 1.0, 1.0], [0.1, -0.6, -1.9], [2.0, 0.2, 0.2], [-0.6, 0.2, 0.7], [-2.2, -1.3, 0.3], [1.0, -1.3, -0.8], [0.7, -0.3, -1.0], [-1.5, -0.3, 0.0], [0.3, 0.4, 1.2], [-1.2, -0.1, 0.1], [1.1, -0.1, 0.5], [-0.5, -0.5, -0.9], [1.3, 0.2, 0.1], [-0.6, 0.8, 0.5], [-0.2, 1.2, 0.2], [-1.1, -0.8, 0.0], [1.1, -0.2, -0.9], [-0.9, -0.1, -0.6], [-0.1, -1.0, 0.5], [-0.1, 0.2, -0.3], [0.0, 0.1, -0.1], [0.2, -0.4, 0.2], [0.2, 0.4, 0.3], [0.0, -0.1, 0.4], [0.0, 0.0, -0.1], [-0.1, -0.1, -0.1], [0.0, -0.2, -0.1], [0.0, 0.2, 0.1], [-0.1, 0.1, 0.0], [0.2, 0.2, -0.2], [0.0, -0.1, 0.1], [0.0, 0.3, 0.0], [0.0, 0.1, 0.0], [-0.3, -0.4, 0.1], [0.2, 0.0, -0.1], [0.1, -0.3, 0.1], [0.0, 0.1, 0.0], [-0.1, 0.1, 0.1], [-0.1, 0.1, -0.1], [0.1, -0.1, 0.0], [0.1, 0.1, 0.0], [0.1, 0.0, -0.1], [-0.2, -0.1, 0.0], [-0.1, 0.2, -0.1], [-0.2, 0.3, -0.1], [0.0, -0.3, 0.3], [0.2, 0.0, -0.3], [0.2, -0.3, 0.1], [0.0, 0.1, 0.0], [-0.1, 0.1, 0.2], [-0.2, 0.0, 0.1], [0.1, 0.0, -0.1], [0.1, 0.1, -0.1], [-0.1, 0.1, -0.2], [0.0, -0.1, 0.1], [0.2, 0.1, -0.1], [0.2, 0.1, -0.1], [-0.4, 0.1, 0.3], [0.0, -0.2, -0.2], [-0.3, -0.1, 0.0], [0.1, 0.1, 0.0], [0.1, 0.1, 0.1], [0.0, 0.2, 0.0], [0.0, -0.1, -0.1], [0.1, -0.1, 0.0], [0.0, 0.0, -0.2], [-0.1, 0.1, 0.1], [0.0, 0.1, -0.3], [-0.1, 0.0, -0.2], [-0.2, 0.1, 0.5], [0.2, -0.2, -0.1], [0.1, -0.1, 0.3], [0.0, 0.0, -0.1], [0.0, 0.2, 0.0], [-0.2, 0.1, -0.1], [0.1, -0.1, 0.0], [0.1, 0.0, -0.1], [0.0, -0.1, -0.1], [-0.1, 0.1, 0.1], [0.0, 0.2, -0.2], [-0.2, 0.6, -0.1], [-0.2, -0.2, 0.4], [0.2, -0.1, -0.2], [0.1, -0.2, 0.2], [0.0, 0.1, 0.0], [-0.1, 0.2, 0.1], [-0.2, 0.1, 0.0], [0.1, -0.1, 0.0], [0.1, 0.1, -0.1], [0.0, 0.0, -0.2], [-0.1, 0.0, 0.1], [-0.1, 0.0, -0.1], [-0.4, -0.2, -0.3], [0.3, -0.4, 0.1], [-0.1, 0.3, 0.2], [0.2, -0.1, 0.2], [0.0, 0.0, -0.1], [-0.1, -0.1, -0.1], [0.0, -0.1, -0.2], [0.0, 0.1, 0.1], [-0.1, 0.1, 0.0], [0.0, 0.2, 0.0], [0.1, -0.1, 0.0]],
  "mulliken_charge": [0.306, -0.693, 0.117, -0.232, 0.441, -0.278, -0.441, 0.968, -0.051, -0.731, -0.128, -0.731, -0.584, -0.222, -0.169, -0.401, 0.337, 0.095, -0.084, 0.281, 0.304, 0.119, 0.176, 0.220, 0.436, 0.329, 0.399, -0.066, 0.292, 0.041, 0.071, -0.597, 0.300, -1.008, -1.126, 0.270, 0.276, 0.386, 0.363, 0.184, 0.544, 0.375, 0.613, -0.671, 0.121, -0.844, -0.985, -0.132, 0.288, 0.334, 0.279, 0.326, 0.342, 0.273, 0.057, -0.574, 0.172, -0.912, -0.705, 0.283, 0.323, 0.307, 0.297, 0.311, 0.085, 0.341, 0.118, -0.594, 0.121, -0.914, -0.919, 0.292, 0.337, 0.338, 0.290, 0.296, 0.280, 0.377, 0.116, -0.591, 0.111, -0.917, -0.890, 0.278, 0.339, 0.335, 0.292, 0.271, 0.291, 0.372, 0.100, -0.552, 0.140, -0.950, -0.976, 0.226, 0.331, 0.330, 0.309, 0.261, 0.293, 0.451, 0.090, -0.554, 0.108, -0.922, -0.866, 0.272, 0.337, 0.333, 0.290, 0.246, 0.295, 0.367]
}